Computed, not measured: C41H53BF6N6O12P2ReS as an isolated structure, with ωB97M-V with the def2-TZVPD basis set.

```
123
Properties=species:S:1:pos:R:3
Re -0.962 -0.097 0.826
S 2.657 -8.827 0.537
P -0.346 0.403 -2.525
P 0.032 2.624 -0.365
F 2.802 -1.731 -0.058
F 0.249 -1.211 5.943
F 4.857 -2.040 -1.064
F 4.594 -0.487 0.621
F -4.237 -0.268 4.999
F 3.635 -0.094 -1.475
O 3.340 -7.678 1.092
O -1.032 1.992 0.581
O -1.141 -0.215 -1.417
O -1.305 1.051 -3.567
O 3.036 -9.185 -0.816
O 2.453 -9.931 1.449
O 0.871 0.222 3.698
O 0.648 -0.545 -3.260
O 1.552 0.723 -0.863
O -0.980 3.289 -1.485
O 4.403 2.690 2.051
O 0.656 3.989 0.168
N 0.753 -6.904 0.365
N -3.077 -0.140 0.867
N 0.987 0.582 1.425
N 0.000 -9.104 -0.030
N -0.788 -2.207 0.616
N 2.791 1.957 0.663
C 1.483 1.483 0.415
C -5.240 -0.031 -0.136
C -1.767 -2.902 0.009
C -1.351 -0.335 2.748
C -3.635 -0.100 2.112
C 1.631 3.168 3.386
C 3.314 2.188 1.901
C -0.609 -4.975 0.304
C 2.393 1.844 3.060
C 0.997 -2.158 -4.993
C 1.472 5.108 -1.910
C -2.971 -0.382 4.554
C -1.219 -8.638 -0.215
C -0.853 1.521 -4.886
C -1.539 -7.286 -0.122
C 3.240 1.364 4.247
C 0.686 3.131 4.580
C 0.362 -1.953 -3.639
C 1.370 0.806 2.654
C -2.157 5.391 -1.711
C -0.477 -6.449 0.168
C -2.672 -0.238 3.185
C -1.987 -0.676 5.499
C 0.930 -2.849 -2.567
C 4.014 0.084 3.959
C -3.370 3.200 -1.472
C -0.712 -0.854 5.079
C -5.823 0.037 1.130
C 0.425 -4.250 0.891
C 0.300 -2.886 1.030
C -1.025 3.023 -4.925
C 0.957 -8.213 0.270
C -0.269 -0.749 3.676
C -5.026 0.003 2.247
C 2.781 5.172 0.217
C -1.675 0.786 -5.917
C -3.876 -0.109 -0.222
C -1.714 -4.265 -0.157
C -2.160 4.016 -1.072
C 1.398 5.109 -0.397
C 0.784 1.575 -1.757
B 4.039 -1.214 -0.392
H 3.424 2.108 -0.109
H 4.632 -0.182 4.816
H 0.715 -3.891 -2.809
H 2.591 1.230 5.111
H 1.217 2.975 5.518
H -2.608 -2.333 -0.354
H 2.070 -1.980 -4.930
H 2.051 4.253 -2.271
H 0.830 5.977 -0.054
H 1.442 2.113 -2.440
H -2.531 -4.759 -0.664
H 2.007 6.006 -2.221
H -0.562 3.420 -5.829
H -5.834 -0.012 -1.038
H 1.112 -2.295 1.431
H -4.292 3.719 -1.205
H 0.839 -3.187 -5.315
H 0.163 4.085 4.650
H -0.565 3.489 -4.054
H -2.083 3.287 -4.935
H -3.090 5.905 -1.476
H -6.897 0.111 1.235
H -3.352 2.241 -0.960
H 3.225 6.139 -0.028
H 1.085 3.491 2.496
H 0.202 1.255 -4.991
H 4.669 0.194 3.095
H -5.455 0.044 3.234
H -2.139 4.122 0.015
H 1.323 -4.766 1.207
H -2.735 0.997 -5.770
H -1.393 1.115 -6.918
H 0.498 5.097 -2.389
H 2.609 0.293 -1.214
H -3.363 -0.146 -1.173
H 3.931 2.177 4.474
H -2.079 5.313 -2.797
H 2.418 3.907 3.558
H 3.439 4.402 -0.182
H -3.366 3.022 -2.550
H 0.496 -2.623 -1.595
H 2.751 5.077 1.300
H 2.010 -2.726 -2.497
H -2.247 -0.800 6.541
H 0.570 -1.492 -5.743
H -1.338 6.007 -1.340
H -0.726 -2.050 -3.702
H -0.071 2.352 4.487
H -2.554 -6.940 -0.254
H 0.223 -1.680 3.361
H -1.988 -9.368 -0.448
H -1.519 -0.290 -5.852
H 3.347 -0.760 3.771
```

The strongest force on any atom is 0.51 eV Å⁻¹. For the total energy, the calculation gives -125420.803 eV. The expectation value of S² is 3.837. The spin multiplicity is 4. The calculation puts the HOMO-LUMO gap (alpha / beta) at 0.220 / 0.191 Ha.

***

Computed, not measured: C41H53CdGeN6O7S2Si3 as an isolated structure, with ωB97M-V with the def2-TZVPD basis set.

```
114
Properties=species:S:1:pos:R:3
Cd -0.153 1.042 -0.081
Ge -0.551 -2.801 0.512
S 3.039 0.566 -0.050
S -1.194 3.332 -1.130
Si 0.810 -3.563 2.308
Si -2.780 -3.592 0.818
Si 0.199 -3.621 -1.600
O 3.067 8.313 0.626
O 2.234 -0.642 -0.085
O 1.245 9.066 1.624
O 4.181 0.565 0.831
O -0.556 0.096 2.032
O -0.223 0.485 -4.801
O -0.463 0.065 -2.099
N 2.025 1.773 0.147
N 0.954 2.877 1.827
N 4.872 1.074 -5.702
N -2.797 0.265 1.440
N 3.251 3.340 1.414
N -2.318 0.273 0.148
C -1.186 0.404 4.701
C -1.792 0.198 2.295
C 2.507 -2.771 2.351
C -3.172 0.236 -0.799
C -2.866 0.304 -2.221
C 0.432 -0.774 -4.819
C 1.102 6.983 0.395
C 3.132 1.263 -4.017
C -2.832 0.426 6.454
C 2.110 2.683 1.167
C -3.516 0.225 4.154
C 5.350 0.610 -3.363
C 3.613 0.786 -1.715
C -0.910 5.632 0.327
C -3.653 -2.864 2.316
C 4.926 0.502 -2.046
C -0.220 6.736 0.784
C -0.043 -3.209 3.949
C 1.083 -5.440 2.215
C -2.788 -5.474 1.070
C 3.210 4.242 2.385
C 1.701 6.066 -0.477
C -1.544 0.268 -2.769
C 2.709 1.159 -2.705
C 1.897 8.132 0.861
C -3.870 -3.237 -0.687
C -3.837 0.299 5.501
C -2.576 0.589 -4.985
C 1.832 -2.878 -2.145
C -1.107 -3.387 -2.936
C -1.506 0.483 6.049
C -3.859 0.595 -4.430
C -1.466 0.435 -4.192
C 0.939 3.803 2.767
C -0.315 4.701 -0.547
C -3.977 0.454 -3.067
C 4.457 0.998 -4.358
C 1.014 4.966 -0.938
C 2.068 4.532 3.109
C -2.186 0.270 3.744
C 0.490 -5.495 -1.505
H -1.943 -4.073 -2.782
H -3.058 -2.896 3.229
H -2.420 0.716 -6.051
H -2.284 -5.762 1.994
H -0.161 0.451 4.355
H 4.294 1.688 -6.256
H -4.004 -4.136 -1.294
H 3.018 -3.076 3.271
H -3.084 0.484 7.507
H 4.134 4.781 2.573
H 6.381 0.393 -3.620
H 2.126 -3.325 -3.102
H -1.049 -3.632 3.993
H 0.177 -5.996 1.972
H 1.385 -0.634 -5.329
H -4.857 -2.909 -0.349
H 2.447 -1.684 2.319
H -2.320 -6.009 0.242
H 1.351 -5.738 -0.880
H -4.284 0.134 3.398
H 5.846 1.315 -5.806
H -0.717 0.589 6.784
H -4.960 0.473 -2.606
H -0.013 3.963 3.265
H 3.116 -3.082 1.500
H -4.581 -3.421 2.488
H 1.497 4.269 -1.612
H 1.670 1.356 -2.468
H 2.415 1.549 -4.778
H -1.925 5.451 0.655
H 1.763 -1.798 -2.251
H -3.897 -1.819 2.118
H 2.727 6.233 -0.778
H 0.319 8.811 1.694
H -0.373 -6.041 -1.120
H 2.613 -3.073 -1.409
H -0.745 7.385 1.482
H -0.662 -3.611 -3.911
H 5.618 0.215 -1.265
H 0.697 -5.859 -2.519
H -0.170 -1.509 -5.367
H -4.874 0.258 5.811
H -1.496 -2.369 -2.968
H -3.833 -5.800 1.140
H 1.447 -5.787 3.189
H -0.131 -2.132 4.101
H 1.839 -5.685 1.468
H -4.232 0.180 -0.531
H 0.610 -1.131 -3.807
H -4.734 0.719 -5.056
H 2.051 5.298 3.870
H 0.539 -3.635 4.773
H -3.465 -2.455 -1.330
```

The strongest force on any atom is 0.50 eV Å⁻¹. As for the total charge: -2. For the total energy, the calculation gives -173040.288 eV. The expectation value of S² is 0.753. The spin multiplicity is 2. The calculation puts the HOMO-LUMO gap (alpha / beta) at 0.229 / 0.229 Ha.